Record 1
This record from the Open Molecules 2025 dataset describes a structure of composition C25H33BaO2Te. The level of theory is wB97M-V/def2-TZVPD.

Last column: Mulliken charge in e.
Geometry (Å):
O (-0.14, 0.05, -2.37)  -0.017
C (0.94, -0.51, -3.20)  -0.528
C (0.44, 0.41, -4.32)  -0.524
H (0.74, -1.58, -3.30)  0.232
H (1.94, -0.31, -2.78)  0.255
C (-0.74, 0.84, -3.39)  1.362
H (0.11, -0.11, -5.20)  0.041
H (1.11, 1.24, -4.50)  0.389
C (-2.06, 0.19, -3.70)  -1.486
H (-1.98, -0.90, -3.71)  0.342
H (-2.36, 0.54, -4.69)  0.444
H (-2.83, 0.48, -2.97)  0.260
C (-0.83, 2.29, -2.99)  -1.450
H (0.16, 2.74, -2.85)  0.321
H (-1.42, 2.44, -2.07)  0.091
H (-1.34, 2.81, -3.81)  0.455
Ba (0.21, -0.43, -0.20)  0.981
C (0.94, 1.63, 1.60)  -0.224
C (1.93, 0.60, 1.50)  -0.587
C (2.51, 0.65, 0.18)  -0.978
H (2.08, -0.23, 2.23)  0.276
C (1.85, 1.72, -0.53)  -0.257
C (0.89, 2.33, 0.35)  -0.484
H (0.17, 3.13, 0.07)  0.234
H (0.29, 1.81, 2.48)  0.472
H (3.12, -0.17, -0.29)  0.327
H (1.97, 1.94, -1.62)  0.395
C (-1.57, -0.46, 1.91)  -0.315
C (-2.03, 0.72, 1.26)  -0.618
C (-2.49, 0.37, -0.05)  -0.315
H (-1.97, 1.75, 1.66)  0.365
C (-2.33, -1.07, -0.22)  -0.398
C (-1.76, -1.58, 1.01)  -0.709
H (-1.30, -2.59, 1.14)  0.427
H (-1.06, -0.53, 2.89)  0.201
H (-2.79, 1.09, -0.84)  0.361
H (-2.32, -1.62, -1.20)  0.207
O (0.70, -1.66, -7.35)  -0.344
C (0.25, -0.57, -8.19)  -0.383
C (0.41, -0.96, -9.67)  -0.591
H (0.87, 0.33, -7.97)  0.263
H (-0.79, -0.33, -7.92)  0.291
C (1.63, -1.90, -9.60)  -0.496
H (0.56, -0.10, -10.33)  0.331
H (-0.47, -1.53, -9.99)  0.282
C (1.39, -2.60, -8.25)  -0.488
H (2.55, -1.30, -9.55)  0.269
H (1.69, -2.60, -10.44)  0.322
H (2.33, -2.91, -7.76)  0.274
H (0.77, -3.50, -8.40)  0.257
Te (1.30, -2.84, 2.21)  -0.192
C (1.04, -1.93, 4.07)  -0.063
C (-0.19, -2.04, 4.77)  -0.496
C (-0.36, -1.40, 6.01)  -0.372
C (0.69, -0.66, 6.58)  -0.435
C (1.91, -0.56, 5.90)  -0.522
C (2.10, -1.19, 4.66)  -0.221
H (-1.00, -2.61, 4.32)  0.359
H (-1.31, -1.48, 6.54)  0.325
H (0.55, -0.17, 7.54)  0.354
H (2.73, 0.02, 6.34)  0.326
H (3.05, -1.10, 4.13)  0.406

Results
HOMO-LUMO gap   5.007 eV
Net charge   -1
E_LUMO   0.0686 hartree



Record 2
This record from the Open Molecules 2025 dataset describes a cluster of 2 separate species, C3H3N3O in total. The level of theory is wB97M-V/def2-TZVPD.

Last column: Mulliken charge in e.
Geometry (Å):
N (2.10, 0.04, 0.19)  -0.469
C (1.03, -0.53, 0.22)  0.431
N (0.40, 2.15, -1.15)  0.147
N (-0.52, 2.62, -0.76)  -0.167
O (-2.43, -1.14, 0.73)  -0.501
C (-1.41, -0.53, 0.48)  0.080
C (-0.11, -1.19, 0.35)  -0.386
H (2.46, 0.29, -0.72)  0.308
H (-1.44, 0.57, 0.31)  0.228
H (-0.08, -2.27, 0.35)  0.329

Results
SMILES   N=C=CC=O.N#N
HOMO-LUMO gap   10.436 eV
Energy relative to the best compared isomer or geometry (same formula, charge and spin)   19.5 kcal per mole
E_LUMO   0.0238 hartree



Record 3
This record from the Open Molecules 2025 dataset describes a cluster of 2 separate species, C3H11N4 in total. The level of theory is wB97M-V/def2-TZVPD.

Last column: Mulliken charge in e.
Geometry (Å):
C (1.36, 1.65, 0.11)  -0.826
N (1.46, 0.33, 0.72)  -0.308
C (0.71, 0.00, 1.83)  -0.229
N (0.45, -1.32, 2.16)  -0.405
H (0.41, 1.82, -0.40)  0.200
H (2.19, 1.73, -0.60)  0.306
H (1.53, 2.36, 0.93)  0.345
H (1.67, -0.39, 0.05)  0.194
H (0.25, 0.82, 2.36)  0.409
H (1.08, -2.05, 1.88)  0.161
H (-0.36, -1.58, 2.68)  0.154
N (-2.09, 0.27, -1.11)  -0.451
C (-1.37, -0.77, -1.67)  0.036
N (-0.42, -0.60, -2.49)  -0.650
H (-2.94, -0.09, -0.70)  0.244
H (-2.28, 1.06, -1.71)  0.257
H (-1.72, -1.77, -1.39)  0.310
H (0.07, -1.47, -2.64)  0.252

Results
HOMO-LUMO gap (alpha / beta)   5.419 / 9.358 eV
Multiplicity   2
⟨S²⟩   0.7533
Energy relative to the best compared isomer or geometry (same formula, charge and spin)   8.7 kcal per mole
E_LUMO (alpha / beta)   0.0333 / 0.0316 hartree



Record 4
This record from the Open Molecules 2025 dataset describes a cluster of 7 separate species, C5H24N2O6 in total. The level of theory is wB97M-V/def2-TZVPD.

Last column: Mulliken charge in e.
Geometry (Å):
C (1.85, 0.46, -2.78)  -0.669
C (2.74, 0.00, -1.64)  -0.489
C (2.60, 0.86, -0.37)  -0.634
N (0.28, 0.66, 2.67)  -0.352
C (1.33, 0.96, 1.80)  -0.274
C (1.44, 0.54, 0.54)  -0.007
N (0.43, 0.06, -2.71)  -0.390
H (2.10, 0.18, -3.81)  0.450
H (1.83, 1.55, -2.82)  0.292
H (3.79, 0.10, -1.91)  0.332
H (2.50, -1.03, -1.36)  0.244
H (3.48, 0.63, 0.24)  0.317
H (2.72, 1.90, -0.63)  0.337
H (0.25, 1.27, 3.47)  0.223
H (-0.62, 0.36, 2.35)  0.119
H (2.10, 1.49, 2.34)  0.379
H (0.56, 0.08, 0.11)  -0.011
H (0.27, -0.94, -2.72)  0.212
H (-0.13, 0.47, -1.99)  0.003
H (-0.77, 2.42, -2.81)  0.294
H (-0.81, 1.84, -4.19)  0.343
O (-0.84, 2.69, -3.74)  -0.647
H (-1.36, -4.32, 0.78)  0.302
H (-0.29, -3.69, 1.81)  0.384
O (-1.24, -3.75, 1.55)  -0.646
H (-4.17, 1.46, 0.82)  0.301
H (-2.96, 0.72, 1.53)  0.392
O (-3.39, 1.56, 1.37)  -0.725
H (-2.71, 1.03, -1.69)  0.249
H (-2.38, 1.06, -0.22)  0.375
O (-2.04, 0.72, -1.07)  -0.582
H (1.06, -2.53, 3.39)  0.297
H (1.94, -2.98, 2.21)  0.283
O (1.09, -2.58, 2.43)  -0.621
H (-1.98, -1.70, 2.37)  0.270
H (-1.57, -1.40, 0.90)  0.296
O (-2.12, -1.10, 1.64)  -0.646

Results
SMILES   N/C=C/CCCN.O.O.O.O.O.O
HOMO-LUMO gap   7.841 eV
Energy relative to the best compared isomer or geometry (same formula, charge and spin)   31.7 kcal per mole
E_LUMO   0.0076 hartree



Record 5
This record from the Open Molecules 2025 dataset describes a structure of composition C19H13BaF5NOSTe. The level of theory is wB97M-V/def2-TZVPD.

Last column: Mulliken charge in e.
Geometry (Å):
Ba (-0.11, 0.51, -2.07)  1.839
S (1.86, -1.32, 2.24)  -0.446
C (2.15, 0.38, 2.36)  1.143
C (2.81, 1.08, 3.36)  -0.681
C (2.86, 2.46, 3.26)  -0.435
C (2.25, 3.12, 2.19)  -0.691
C (1.60, 2.42, 1.20)  -0.471
C (1.56, 1.02, 1.28)  -0.617
N (0.92, 0.19, 0.37)  -0.045
C (0.95, -1.06, 0.76)  0.058
C (0.31, -2.20, 0.07)  1.652
C (0.44, -3.47, 0.65)  -0.755
C (-0.11, -4.57, 0.02)  -0.648
C (-0.79, -4.38, -1.18)  -0.542
C (-0.91, -3.11, -1.72)  -0.489
C (-0.37, -1.95, -1.13)  -1.055
H (3.27, 0.57, 4.20)  0.380
H (3.38, 3.03, 4.03)  0.372
H (2.29, 4.20, 2.14)  0.366
H (1.12, 2.93, 0.38)  0.396
H (0.96, -3.61, 1.59)  0.303
H (-0.02, -5.55, 0.46)  0.380
H (-1.22, -5.24, -1.69)  0.341
H (-1.46, -3.02, -2.66)  0.349
C (-5.13, 1.60, 0.42)  -0.193
C (-4.65, 2.65, -0.36)  -0.516
C (-3.50, 2.48, -1.13)  -0.314
C (-2.75, 1.29, -1.17)  -0.606
C (-3.28, 0.26, -0.36)  0.150
C (-4.43, 0.40, 0.41)  -0.756
H (-6.02, 1.72, 1.03)  0.336
H (-5.18, 3.60, -0.36)  0.307
H (-3.18, 3.34, -1.71)  0.221
H (-2.79, -0.71, -0.33)  0.214
H (-4.79, -0.43, 1.01)  0.323
F (2.52, -1.32, -1.55)  -0.368
Te (3.02, 0.17, -2.54)  2.208
F (4.01, -1.05, -3.51)  -0.420
F (4.37, 0.25, -1.27)  -0.393
F (4.03, 1.38, -3.52)  -0.418
F (2.45, 1.74, -1.64)  -0.480
O (1.52, 0.19, -3.52)  -1.000

Results
HOMO-LUMO gap   5.977 eV
Net charge   -1
Energy relative to the best compared isomer or geometry (same formula, charge and spin)   55.6 kcal per mole
E_LUMO   0.0726 hartree



Record 6
This record from the Open Molecules 2025 dataset describes a structure of composition C4H7NO2. The level of theory is wB97M-V/def2-TZVPD.

Last column: Mulliken charge in e.
Geometry (Å):
O (2.28, -0.34, 0.25)  -0.539
C (1.36, 0.13, -0.70)  -0.515
C (-0.06, 0.08, -0.15)  1.265
C (-0.48, -1.04, 0.74)  -0.637
N (-0.19, 0.27, 1.29)  -0.724
C (-1.08, 0.56, -1.05)  -0.921
O (-2.22, 0.95, -0.49)  -0.286
H (2.01, 0.06, 1.09)  0.339
H (1.58, 1.17, -1.01)  0.267
H (1.45, -0.50, -1.59)  0.272
H (0.26, -1.81, 0.94)  0.245
H (-1.52, -1.37, 0.69)  0.301
H (-1.06, 0.77, 1.47)  0.281
H (-2.35, 1.08, -1.48)  0.651

Results
HOMO-LUMO gap   9.449 eV
Energy relative to the best compared isomer or geometry (same formula, charge and spin)   118.6 kcal per mole
E_LUMO   0.0169 hartree



Record 7
This record from the Open Molecules 2025 dataset describes an isolated molecule of C3H7BNO3P. The level of theory is wB97M-V/def2-TZVPD.

Last column: Mulliken charge in e.
Geometry (Å):
B (-0.81, -0.51, 1.09)  0.678
C (1.83, 0.54, -0.69)  -0.920
C (0.59, 0.85, -0.72)  -0.275
C (-0.58, -0.07, -0.50)  0.156
N (-1.87, 0.49, -0.85)  -0.295
O (-4.17, 1.53, -0.62)  -0.513
O (-1.48, -1.67, 1.20)  -0.529
O (-0.44, 0.24, 2.16)  -0.467
P (-3.21, 0.88, 0.28)  0.328
H (2.58, 1.24, -0.89)  0.290
H (2.31, -0.43, -0.58)  0.271
H (0.22, 1.85, -0.77)  0.292
H (-0.33, -0.99, -1.14)  0.230
H (-1.92, 0.75, -1.83)  0.234
H (-1.83, -1.85, 2.05)  0.266
H (-0.44, -0.34, 2.85)  0.253

Results
SMILES   C=C[C@H](NP=O)B(O)O
HOMO-LUMO gap   9.484 eV
Energy relative to the best compared isomer or geometry (same formula, charge and spin)   2.2 kcal per mole
E_LUMO   0.0003 hartree



Record 8
This record from the Open Molecules 2025 dataset describes a cluster of 5 separate species, C6H21N2O4 in total. The level of theory is wB97M-V/def2-TZVPD.

Last column: Mulliken charge in e.
Geometry (Å):
C (2.76, 1.29, 1.25)  -1.523
C (1.76, 0.44, 0.48)  0.220
C (1.10, -0.63, 1.34)  -0.960
C (0.15, -1.44, 0.55)  0.030
C (0.56, -2.41, -0.27)  -0.662
N (-0.33, -3.02, -1.19)  -0.335
C (-0.90, -4.16, -1.02)  -0.353
N (0.65, 1.39, -0.05)  -0.118
H (3.30, 2.00, 0.66)  0.433
H (3.57, 0.68, 1.73)  0.386
H (2.29, 1.82, 2.09)  0.333
H (2.24, -0.02, -0.38)  0.359
H (0.59, -0.21, 2.27)  0.278
H (1.88, -1.24, 1.78)  0.510
H (-0.92, -1.17, 0.67)  0.413
H (1.58, -2.71, -0.40)  0.387
H (-1.59, -4.47, -1.80)  0.271
H (-0.79, -4.81, -0.14)  0.275
H (0.11, 1.71, 0.79)  0.425
H (0.98, 2.23, -0.50)  0.332
H (0.04, 0.82, -0.67)  0.202
H (-3.54, 0.17, -1.35)  0.301
H (-2.01, -0.15, -1.57)  0.421
O (-2.70, 0.20, -0.95)  -0.701
H (-0.35, -1.31, -2.33)  0.428
H (-0.49, -0.27, -3.41)  0.271
O (-0.57, -0.35, -2.48)  -0.628
H (-2.21, 1.80, -0.58)  0.400
H (-2.25, 3.30, -0.70)  0.285
O (-1.75, 2.61, -0.34)  -0.653
H (-1.17, 2.44, 2.91)  0.314
H (-1.30, 2.84, 1.49)  0.306
O (-0.70, 2.64, 2.11)  -0.646

Results
HOMO-LUMO gap   9.883 eV
Net charge   +1
Energy relative to the best compared isomer or geometry (same formula, charge and spin)   0.0 kcal per mole
E_LUMO   -0.0890 hartree



Record 9
This record from the Open Molecules 2025 dataset describes a cluster of 2 separate species, C4H9O3 in total. The level of theory is wB97M-V/def2-TZVPD.

Last column: Mulliken charge in e.
Geometry (Å):
C (0.05, 0.13, 1.25)  -0.703
O (0.17, -1.21, 1.24)  -0.930
C (-0.81, 0.62, 0.03)  -0.618
C (0.03, 0.67, -1.31)  -0.362
C (-0.26, 1.91, -2.09)  -0.061
O (0.28, 2.14, -3.16)  -0.517
H (-0.47, 0.57, 2.13)  0.239
H (1.01, 0.68, 1.27)  0.288
H (-1.57, -0.16, -0.05)  0.250
H (-1.39, 1.55, 0.09)  0.437
H (-0.30, -0.21, -1.88)  0.191
H (1.03, 0.37, -1.02)  0.402
H (-0.92, 2.70, -1.69)  0.309
H (-0.20, -3.87, 2.90)  0.266
H (0.39, -2.62, 2.29)  0.490
O (0.61, -3.38, 2.92)  -0.682

Results
HOMO-LUMO gap   6.924 eV
Net charge   -1
Energy relative to the best compared isomer or geometry (same formula, charge and spin)   57.8 kcal per mole
E_LUMO   0.1365 hartree



Record 10
This record from the Open Molecules 2025 dataset describes a cluster of 2 separate species, C3H6N2O in total. The level of theory is wB97M-V/def2-TZVPD.

Last column: Mulliken charge in e.
Geometry (Å):
C (0.23, 1.23, 1.51)  -0.402
C (-0.81, 0.49, 1.05)  -0.226
N (-0.50, 0.22, -0.29)  -0.164
C (0.66, 0.91, -0.55)  -0.087
N (1.15, 1.48, 0.50)  -0.525
H (0.42, 1.47, 2.54)  0.362
H (-1.69, 0.04, 1.45)  0.391
H (-1.25, 0.25, -0.97)  0.304
H (1.12, 0.86, -1.54)  0.347
H (-0.55, -2.22, -1.40)  0.337
H (-0.79, -3.68, -0.90)  0.319
O (-0.35, -3.14, -1.58)  -0.657

Results
SMILES   c1c[nH]cn1.O
HOMO-LUMO gap   9.911 eV
Energy relative to the best compared isomer or geometry (same formula, charge and spin)   26.2 kcal per mole
E_LUMO   0.0215 hartree